# 1
DFT (ωB97M-V/def2-TZVPD) results for a cluster of 13 separate species, C13H52N24O13 in total at a distorted geometry.

Max |F| = 7.38 eV/Å
Kohn-Sham gap = 9.38 eV
Lowest unoccupied orbital energy = 0.0 eV
Multiplicity = 1
Highest occupied orbital energy = -9.41 eV

CARTESIAN COORDINATES (ANGSTROEM)
C -6.911 -24.697 -4.370
O -7.191 -25.269 -3.118
H -7.525 -25.104 -5.174
H -7.061 -23.618 -4.338
H -5.854 -24.942 -4.474
H -6.337 -25.261 -2.679
C -3.614 -16.684 -8.223
O -2.783 -17.366 -7.659
N -3.635 -16.312 -9.452
N -4.680 -16.167 -7.645
H -4.453 -15.844 -9.816
H -2.826 -16.552 -10.007
H -5.291 -15.509 -8.106
H -4.819 -16.362 -6.663
C 10.576 -26.024 -5.770
O 11.097 -26.072 -4.674
N 9.329 -25.807 -5.991
N 11.271 -26.353 -6.812
H 8.768 -25.591 -5.180
H 8.913 -26.044 -6.880
H 12.273 -26.425 -6.704
H 10.796 -26.398 -7.701
C -4.347 -23.792 2.099
O -3.850 -24.100 1.011
N -3.644 -23.510 3.162
N -5.640 -23.790 2.328
H -4.206 -23.308 3.977
H -2.662 -23.274 3.168
H -6.263 -24.128 1.608
H -5.884 -23.548 3.278
C 8.654 -19.540 -4.305
O 8.617 -19.292 -5.504
N 7.776 -20.166 -3.548
N 9.608 -19.043 -3.568
H 7.935 -20.390 -2.576
H 6.842 -20.422 -3.835
H 10.394 -18.667 -4.078
H 9.597 -19.346 -2.604
C 3.537 -21.949 4.848
O 3.141 -23.061 4.981
N 3.594 -21.028 5.753
N 3.924 -21.375 3.706
H 3.340 -21.271 6.700
H 3.878 -20.094 5.494
H 3.907 -21.875 2.828
H 4.004 -20.374 3.598
C 3.069 -27.770 -9.606
O 2.894 -26.984 -10.522
N 3.352 -27.481 -8.377
N 3.196 -29.044 -9.781
H 3.314 -26.521 -8.066
H 3.459 -28.212 -7.688
H 3.084 -29.594 -8.941
H 2.967 -29.399 -10.699
C 6.566 -27.250 0.600
O 6.499 -26.059 0.256
N 5.892 -27.727 1.623
N 7.354 -28.149 -0.010
H 6.117 -28.703 1.758
H 5.236 -27.148 2.127
H 7.274 -29.099 0.323
H 7.843 -27.810 -0.827
C 0.919 -14.254 -3.909
O 1.844 -13.466 -3.980
N -0.277 -13.899 -3.753
N 1.061 -15.589 -3.943
H -1.042 -14.558 -3.790
H -0.490 -12.940 -3.518
H 0.292 -16.135 -4.303
H 2.019 -15.863 -4.111
C 2.307 -31.235 -2.941
O 2.658 -31.540 -4.064
N 2.809 -31.766 -1.855
N 1.450 -30.323 -2.621
H 3.640 -32.337 -1.912
H 2.563 -31.332 -0.977
H 0.997 -29.774 -3.338
H 1.266 -30.224 -1.633
C -5.643 -22.499 -10.391
O -6.143 -23.539 -10.765
N -6.356 -21.432 -10.155
N -4.439 -22.348 -9.958
H -7.333 -21.561 -10.378
H -5.980 -20.577 -9.772
H -4.099 -21.453 -9.637
H -4.000 -23.257 -9.975
C 0.989 -20.325 -13.118
O 0.828 -19.098 -13.094
N 0.972 -20.983 -14.240
N 1.201 -21.117 -12.097
H 0.911 -20.451 -15.097
H 0.827 -21.981 -14.291
H 1.153 -20.713 -11.173
H 1.439 -22.075 -12.313
C 0.854 -23.131 -3.344
O 1.715 -22.835 -4.162
N 1.234 -23.843 -2.358
N -0.386 -22.792 -3.417
H 2.205 -23.907 -2.089
H 0.516 -24.113 -1.700
H -0.752 -22.220 -4.165
H -0.957 -23.027 -2.618

***

# 2
DFT (ωB97M-V/def2-TZVPD) results for a structure of composition C11H16N2OS at a distorted geometry.

Max |F| = 4.84 eV/Å
Kohn-Sham gap = 9.05 eV
Lowest unoccupied orbital energy = 0.4 eV
Relative energy (zero: lowest compared OMol25 entry of this formula, charge and spin) = 98.8 kcal per mole
Multiplicity = 1
Highest occupied orbital energy = -8.60 eV

CARTESIAN COORDINATES (ANGSTROEM)
C 2.133 2.775 -1.059
C 2.374 3.580 0.053
C 1.305 1.648 -0.971
C 1.863 3.165 1.293
C 0.947 1.145 0.279
C 1.273 1.930 1.375
C 0.090 -0.330 1.867
C -3.564 -2.073 -2.042
C -2.052 -2.295 -1.779
C -1.548 -1.046 -0.857
C -0.052 -1.122 -0.387
N 0.265 -0.066 0.583
N -0.437 -1.317 2.347
O 1.669 0.759 3.743
S 0.556 1.171 2.878
H 2.538 3.168 -2.026
H 3.012 4.471 -0.071
H 1.059 1.195 -1.974
H 2.104 3.732 2.232
H 2.955 -1.627 2.180
H -3.777 -2.683 -2.896
H -4.195 -2.379 -1.289
H -3.853 -1.009 -2.283
H -2.005 -3.211 -1.191
H -1.619 -2.375 -2.719
H -1.686 -0.150 -1.358
H -2.232 -1.177 -0.020
H 0.797 -1.100 -1.212
H 0.130 -2.186 0.133
H 2.549 -1.078 1.787
H -0.598 -1.516 3.385

***

# 3
DFT (ωB97M-V/def2-TZVPD) results for a structure of composition C20H24N4O2PtS5.

Max |F| = 0.93 eV/Å
Kohn-Sham gap = 6.68 eV
Lowest unoccupied orbital energy = -7.6 eV
Relative energy (zero: lowest compared OMol25 entry of this formula, charge and spin) = 18.6 kcal per mole
Multiplicity = 1
Charge = +2
Highest occupied orbital energy = -14.28 eV

CARTESIAN COORDINATES (ANGSTROEM)
Pt 0.472 -0.859 0.286
N -1.588 0.298 -3.297
C -1.167 -0.002 -2.073
S 0.117 -1.211 -1.951
N -1.735 0.578 -1.049
N -1.293 0.140 0.160
C -1.870 0.565 1.218
C -1.378 0.094 2.502
C -2.046 0.395 3.677
C -1.635 -0.209 4.855
C -0.603 -1.130 4.803
C 0.026 -1.365 3.591
N -0.307 -0.732 2.466
H -1.153 -0.093 -4.115
H -2.420 0.857 -3.410
H -2.724 1.226 1.128
H -2.890 1.071 3.657
H -2.138 0.006 5.788
H -0.286 -1.671 5.682
H 0.802 -2.113 3.525
C 2.836 1.055 2.901
C 2.521 1.960 1.716
S 1.439 1.431 0.328
C 2.645 1.084 -0.984
C 3.569 -0.066 -0.637
S 2.655 -1.612 -0.269
C 3.587 -2.340 1.097
C 3.363 -1.704 2.454
S 4.204 -0.121 2.738
H 1.946 0.556 3.281
H 3.167 1.726 3.697
H 3.436 2.307 1.235
H 1.997 2.842 2.085
H 3.225 1.989 -1.168
H 2.050 0.878 -1.874
H 4.186 0.161 0.229
H 4.214 -0.294 -1.486
H 4.634 -2.301 0.788
H 3.282 -3.387 1.094
H 3.700 -2.398 3.226
H 2.301 -1.543 2.595
O -5.410 -5.436 -3.002
C -4.181 -5.077 -3.402
O -3.872 -5.085 -4.555
C -3.206 -4.631 -2.340
C -1.856 -4.859 -2.587
C -0.907 -4.407 -1.692
C -1.305 -3.708 -0.547
S -0.095 -3.157 0.580
C -2.660 -3.487 -0.298
C -3.608 -3.952 -1.192
H -5.470 -5.533 -2.045
H -1.571 -5.377 -3.493
H 0.147 -4.581 -1.866
H -2.959 -2.952 0.594
H -4.657 -3.756 -1.007

***

# 4
DFT (ωB97M-V/def2-TZVPD) results for a structure of composition CH4I2NOP at a distorted geometry.

Max |F| = 3.28 eV/Å
Kohn-Sham gap = 8.78 eV
Lowest unoccupied orbital energy = -0.4 eV
Relative energy (zero: lowest compared OMol25 entry of this formula, charge and spin) = 36.0 kcal per mole
Multiplicity = 1
Highest occupied orbital energy = -9.17 eV

CARTESIAN COORDINATES (ANGSTROEM)
C 0.294 0.038 0.485
N -1.536 -0.858 -2.643
O -0.284 -0.351 -0.754
P -1.698 0.055 -1.452
I -2.928 -1.159 -4.085
I 0.720 -3.297 -1.728
H -0.074 0.868 0.991
H 1.322 0.409 0.093
H 0.250 -0.847 1.193
H -0.194 -2.059 -2.162

***

# 5
DFT (ωB97M-V/def2-TZVPD) results for a structure of composition C16H14BCl2N4O6Ti at a distorted geometry.

Max |F| = 6.31 eV/Å
Kohn-Sham gap (spin up / spin down) = 7.31 / 7.30 eV
Lowest unoccupied orbital energy (spin up / spin down) = -0.5 / -0.6 eV
Relative energy (zero: lowest compared OMol25 entry of this formula, charge and spin) = 413.7 kcal per mole
Multiplicity = 2
⟨S²⟩ = 0.7538
Highest occupied orbital energy (spin up / spin down) = -7.81 / -7.86 eV

CARTESIAN COORDINATES (ANGSTROEM)
Ti -1.364 0.132 -0.013
B 0.446 2.840 -0.600
N 1.198 1.447 -0.644
C 2.473 1.268 -0.985
C 2.820 -0.059 -0.769
C 1.661 -0.642 -0.280
N 0.686 0.271 -0.217
N -0.534 2.858 0.653
C -0.827 3.916 1.401
C -1.644 3.520 2.455
C -1.807 2.159 2.270
N -1.139 1.766 1.175
H 1.288 3.670 -0.381
H -0.181 3.022 -1.602
H 3.058 2.093 -1.354
H 3.770 -0.532 -0.944
H 1.492 -1.649 0.060
H -0.439 4.887 1.146
H -2.047 4.134 3.241
H -2.350 1.450 2.870
O -1.134 -2.577 3.563
C -0.703 -1.709 2.934
O -0.235 -0.828 2.340
C -1.165 -2.353 0.071
C -3.099 -0.898 1.359
C -3.278 -1.518 -1.064
C -3.208 -3.514 0.743
O -4.326 -4.118 1.258
C -3.957 -5.505 1.309
O -2.591 -5.627 0.836
C -2.236 -4.363 0.501
C -0.943 -3.674 0.107
H -3.384 -0.595 2.340
H -3.227 -2.157 -1.937
H -4.610 -6.088 0.659
H -4.005 -5.856 2.340
H -0.041 -4.208 -0.141
Cl -2.687 -1.898 0.357
C -3.869 -0.184 -1.547
Cl -4.192 1.042 -0.238
C -2.624 0.260 -2.375
O -2.514 -0.140 -3.505
O -1.743 0.956 -1.682
H -4.751 -0.314 -2.163

***

# 6
DFT (ωB97M-V/def2-TZVPD) results for a cluster of 7 separate species, C42H48N2O in total at a distorted geometry.

Max |F| = 1.54 eV/Å
Kohn-Sham gap = 9.51 eV
Lowest unoccupied orbital energy = 0.5 eV
Multiplicity = 1
Highest occupied orbital energy = -8.99 eV

CARTESIAN COORDINATES (ANGSTROEM)
C -5.169 -3.943 -1.811
C -5.317 -2.481 -2.229
N -4.055 -1.772 -2.067
C -4.157 -0.337 -1.975
C -2.749 0.274 -1.909
C -2.375 -0.042 -0.442
C -3.711 -0.003 0.277
O -3.921 -0.061 1.479
N -4.682 0.120 -0.708
H -4.534 -3.987 -0.930
H -4.637 -4.472 -2.600
H -6.124 -4.417 -1.620
H -6.071 -1.980 -1.628
H -5.662 -2.462 -3.268
H -3.387 -2.034 -2.774
H -4.719 0.122 -2.794
H -2.817 1.356 -1.948
H -2.014 -0.155 -2.579
H -1.629 0.601 0.011
H -2.043 -1.074 -0.338
H -5.627 -0.120 -0.451
C 1.373 2.526 1.537
C 2.721 2.315 1.282
C 3.179 1.039 0.983
C 2.290 -0.025 0.942
C 0.942 0.185 1.203
C 0.484 1.461 1.500
H 1.016 3.522 1.764
H 3.415 3.145 1.315
H 4.230 0.876 0.780
H 2.644 -1.021 0.706
H 0.250 -0.647 1.176
H -0.567 1.624 1.707
C 7.629 3.928 -1.447
C 7.547 2.575 -1.154
C 6.887 2.152 -0.009
C 6.310 3.084 0.843
C 6.397 4.438 0.553
C 7.055 4.860 -0.593
H 8.141 4.258 -2.342
H 7.998 1.849 -1.817
H 6.822 1.096 0.220
H 5.794 2.755 1.737
H 5.951 5.164 1.220
H 7.122 5.916 -0.821
C -5.976 -1.526 3.331
C -6.994 -1.780 2.423
C -8.257 -2.147 2.868
C -8.505 -2.263 4.228
C -7.488 -2.015 5.140
C -6.227 -1.648 4.691
H -4.998 -1.236 2.975
H -6.800 -1.694 1.361
H -9.049 -2.343 2.156
H -9.489 -2.547 4.578
H -7.680 -2.108 6.201
H -5.435 -1.453 5.404
C 4.476 2.429 5.618
C 4.314 3.110 6.816
C 3.117 3.756 7.090
C 2.084 3.724 6.163
C 2.249 3.050 4.961
C 3.444 2.399 4.689
H 5.407 1.919 5.408
H 5.120 3.136 7.538
H 2.989 4.285 8.026
H 1.149 4.226 6.378
H 1.445 3.027 4.239
H 3.570 1.868 3.757
C 1.161 -0.652 -6.397
C 1.094 0.037 -5.196
C -0.062 0.715 -4.843
C -1.161 0.702 -5.692
C -1.093 0.021 -6.899
C 0.067 -0.656 -7.252
H 2.062 -1.189 -6.666
H 1.945 0.046 -4.525
H -0.109 1.247 -3.901
H -2.067 1.226 -5.414
H -1.945 0.016 -7.566
H 0.117 -1.190 -8.192
C 3.071 -4.755 -1.557
C 1.758 -5.009 -1.932
C 0.962 -3.980 -2.417
C 1.482 -2.699 -2.531
C 2.791 -2.444 -2.151
C 3.587 -3.471 -1.662
H 3.690 -5.558 -1.179
H 1.354 -6.009 -1.842
H -0.062 -4.177 -2.707
H 0.867 -1.892 -2.907
H 3.188 -1.439 -2.228
H 4.607 -3.270 -1.361

***

# 7
DFT (ωB97M-V/def2-TZVPD) results for a structure of composition C3H3IO at a distorted geometry.

Max |F| = 4.38 eV/Å
Kohn-Sham gap (spin up / spin down) = 7.49 / 7.02 eV
Lowest unoccupied orbital energy (spin up / spin down) = 0.3 / 0.0 eV
Relative energy (zero: lowest compared OMol25 entry of this formula, charge and spin) = 100.1 kcal per mole
Multiplicity = 1
Highest occupied orbital energy (spin up / spin down) = -7.21 / -7.03 eV

CARTESIAN COORDINATES (ANGSTROEM)
C 0.714 -0.294 0.131
C -0.524 -0.569 -0.753
C 1.331 -0.501 -1.403
O 0.037 -0.644 -1.838
I 2.584 0.777 -2.226
H 1.040 -0.895 1.114
H -1.575 -0.687 -0.787
H 0.319 0.807 0.467

***

# 8
DFT (ωB97M-V/def2-TZVPD) results for a structure of composition C16H17CrN2 at a distorted geometry.

Max |F| = 1.23 eV/Å
Kohn-Sham gap (spin up / spin down) = 6.59 / 8.10 eV
Lowest unoccupied orbital energy (spin up / spin down) = -8.9 / -7.5 eV
Multiplicity = 4
Charge = +2
⟨S²⟩ = 3.9270
Highest occupied orbital energy (spin up / spin down) = -15.53 / -15.58 eV

CARTESIAN COORDINATES (ANGSTROEM)
C -1.575 0.085 -2.782
C -1.768 1.412 -2.972
H -2.135 -0.490 -2.033
H -0.973 -0.531 -3.473
H -1.093 1.996 -3.621
H -2.676 1.944 -2.639
Cr 0.728 0.467 -0.947
C 2.542 -0.454 -1.920
C 1.832 0.334 -2.884
C 2.545 1.742 -1.183
C 3.006 0.411 -0.881
H 1.440 -0.027 -3.830
H 1.410 2.550 -2.968
H 2.767 2.626 -0.601
C 1.845 1.701 -2.433
H 3.673 0.130 -0.070
H 2.801 -1.501 -2.038
N -1.075 1.228 0.010
C -1.272 0.613 1.311
C -2.337 0.940 2.127
C -2.599 0.142 3.264
C -1.809 -0.977 3.547
C -0.706 -1.330 2.708
C 0.161 -2.413 2.957
C 1.199 -2.674 2.079
C 1.348 -1.898 0.930
N 0.585 -0.811 0.721
C -0.429 -0.485 1.590
H -1.919 1.094 -0.559
H -1.066 2.245 0.097
H -2.973 1.796 1.888
H -3.441 0.368 3.928
H -1.980 -1.613 4.431
H -0.010 -2.983 3.864
H 1.894 -3.482 2.241
H 2.058 -2.154 0.143

***

Q: Which formula does entry 1 have?
A: C13H52N24O13

***

Q: Which of these has the highest multiplicity?
A: C16H17CrN2